Here is a molecular structure, C33H38N3O3P2Re in a non-equilibrium geometry from the Open Molecules 2025 dataset. Energies are from ωB97M-V/def2-TZVPD.

Calculated values
* <S²>: 0.7942
* highest occupied orbital energy (spin up / spin down): -0.340 / -0.338 Ha
* orbital gap (spin up / spin down): 3.83 / 3.97 eV
* total charge: +1
* multiplicity: 2

```
80
C33H38N3O3P2Re, DFT ωB97M-V/def2-TZVPD
Re -0.3906 -0.1733 0.2201
C -3.2157 1.2434 -3.1407
O -2.5150 0.5085 -4.1286
C -1.1867 0.2039 -4.0353
C -0.5694 -0.0422 -5.2454
C 0.7832 -0.3654 -5.3230
C 1.5290 -0.4244 -4.1765
C 0.9408 -0.2070 -2.9164
C 1.8368 -0.1580 -1.7959
N 1.5453 -0.1064 -0.5342
N 2.6247 0.1697 0.2772
C 2.4928 1.0173 1.2324
O 1.4057 1.6969 1.5944
C 3.6749 1.3007 2.0783
C 4.8756 0.6261 1.8573
C 5.9702 0.8781 2.6657
C 5.8771 1.7998 3.7003
C 4.6917 2.4873 3.9106
C 3.5941 2.2443 3.1008
C -0.4541 0.0797 -2.8187
O -1.0694 0.2297 -1.6709
H -4.0896 1.6512 -3.6457
H -2.6211 2.0667 -2.7432
H -3.5521 0.5943 -2.3284
H -1.1743 0.0396 -6.1391
H 1.2414 -0.5427 -6.2859
H 2.5873 -0.6537 -4.2180
H 2.8962 -0.0746 -2.0318
H 4.9381 -0.0891 1.0504
H 6.9026 0.3594 2.4857
H 6.7308 1.9825 4.3397
H 4.6286 3.2189 4.7055
H 2.6704 2.7868 3.2528
N -2.4864 0.4683 0.6802
C -2.8796 1.5576 1.5344
C -4.1904 1.5296 1.9871
C -4.7474 2.5779 2.6951
C -3.9752 3.7101 2.9284
C -2.6688 3.7379 2.5110
C -2.0361 2.6561 1.8394
C -0.6511 2.8127 1.4894
C 0.0391 4.0113 1.8371
C 0.9767 4.5258 0.9915
C 1.1907 3.9100 -0.2959
C 0.7633 2.6546 -0.4945
C 0.2134 1.8612 0.6902
H -2.6638 0.7630 -0.2855
H -3.1249 -0.3004 0.8485
H -4.8027 0.6653 1.7543
H -5.7768 2.5270 3.0217
H -4.3993 4.5744 3.4207
H -2.1034 4.6395 2.6832
H -0.2313 4.5689 2.7236
H 1.4850 5.4500 1.2331
H 1.6556 4.4809 -1.0896
H 0.8691 2.1769 -1.4589
C -1.7248 -3.7591 -0.4850
P -0.2740 -2.6465 -0.3586
C 0.7360 -3.2724 -1.7482
C 0.6298 -3.3425 1.0845
C -0.0333 -2.8883 2.3791
P -0.1095 -1.0404 2.4661
C -1.5357 -0.7664 3.5834
C 1.2572 -0.6963 3.6266
H -2.4273 -3.5756 0.3272
H -1.4052 -4.8018 -0.4602
H -2.2308 -3.5661 -1.4318
H 0.7945 -4.3599 -1.6881
H 1.7399 -2.8526 -1.7047
H 0.2826 -2.9890 -2.6980
H 1.6564 -2.9679 1.0301
H 0.6586 -4.4329 1.0206
H 0.5088 -3.2653 3.2489
H -1.0567 -3.2694 2.4325
H -1.3722 -1.2641 4.5397
H -2.4516 -1.1493 3.1323
H -1.6490 0.3055 3.7534
H 1.0913 -1.2720 4.5372
H 1.2748 0.3650 3.8652
H 2.2153 -0.9743 3.1902
```

Just the Mulliken charges please, in e? Sure, here they are: 2.18 -0.62 -0.50 -0.16 -0.49 -0.91 -1.12 1.29 -0.97 0.88 -1.12 -0.12 0.16 0.74 -0.50 -0.75 -0.43 -1.01 0.03 0.86 -0.53 0.38 0.23 0.21 0.49 0.41 0.45 0.49 0.44 0.42 0.40 0.43 0.41 -0.25 1.04 -0.87 -0.72 -0.92 -1.78 0.73 0.94 -1.74 -0.80 -0.73 -0.70 0.88 0.08 0.39 0.45 0.45 0.43 0.41 0.53 0.52 0.51 0.18 -1.59 0.99 -1.49 -1.26 -1.32 1.11 -1.62 -1.55 0.38 0.46 0.43 0.55 0.35 0.36 0.35 0.65 0.52 0.52 0.52 0.33 0.37 0.66 0.26 0.32

***

Here is a molecular structure, C33H38N6O4ReSSi from the Open Molecules 2025 dataset. Energies are from ωB97M-V/def2-TZVPD.

Calculated values
* <S²>: 0.9166
* highest occupied orbital energy (spin up / spin down): -0.457 / -0.458 Ha
* orbital gap (spin up / spin down): 5.34 / 5.78 eV
* total charge: +2
* multiplicity: 2

```
84
C33H38N6O4ReSSi, DFT ωB97M-V/def2-TZVPD
Re 0.4334 -0.2936 -0.3142
N 2.3203 -4.7515 6.2513
C 2.5497 -3.9304 5.2021
C 2.9838 -2.6085 5.4073
C 3.2167 -1.7733 4.3393
C 3.0114 -2.2328 3.0396
C 2.6018 -3.5460 2.8187
C 2.3604 -4.3829 3.8826
S 3.3659 -1.2168 1.6822
O 4.1933 -0.1239 2.0760
O 3.7146 -2.0483 0.5685
N 1.8838 -0.5321 1.2113
C 1.3795 0.4599 1.9817
N 0.4143 1.0632 1.2473
C -0.3587 1.9958 1.8243
C -0.0867 2.3832 3.1132
C 0.9686 1.7324 3.7736
N 1.6819 0.7632 3.2368
H 2.5813 -4.4706 7.1812
H 2.1524 -5.7321 6.1045
H 3.1612 -2.2568 6.4143
H 3.5793 -0.7691 4.4990
H 2.5088 -3.9192 1.8082
H 2.0636 -5.4079 3.7077
H -1.1658 2.4124 1.2346
H -0.6627 3.1551 3.5983
H 1.2194 1.9999 4.7918
C 4.6439 0.1334 -1.2858
Si 3.2063 -0.6905 -2.1299
C 3.3251 -0.5309 -4.0073
C 2.8597 -2.5079 -1.8662
N 1.6626 0.3062 -1.6038
C 1.3607 1.4408 -2.3844
C 2.3086 2.2285 -3.0388
C 1.8885 3.2453 -3.8749
C 0.5301 3.4605 -4.0971
C -0.4305 2.7186 -3.4229
C 0.0102 1.7607 -2.5276
O -0.8306 0.9941 -1.7013
C -2.0932 1.5440 -1.3550
C -2.1931 2.8361 -0.8646
C -3.4496 3.3016 -0.5044
C -4.5686 2.4906 -0.6366
C -4.4419 1.2078 -1.1477
C -3.1941 0.7255 -1.5218
H 5.3109 -0.6137 -0.8636
H 4.3410 0.7807 -0.4660
H 5.2038 0.7258 -2.0094
H 4.3827 -0.6081 -4.2611
H 2.9664 0.3867 -4.4601
H 2.8303 -1.3637 -4.5025
H 3.8189 -3.0048 -1.7201
H 2.4049 -2.9247 -2.7630
H 2.2567 -2.7596 -0.9963
H 3.3604 2.0502 -2.8869
H 2.6206 3.8619 -4.3746
H 0.2131 4.2274 -4.7869
H -1.4840 2.9068 -3.5692
H -1.3216 3.4669 -0.7689
H -3.5510 4.3083 -0.1245
H -5.5408 2.8664 -0.3578
H -5.3165 0.5882 -1.2809
H -3.0811 -0.2468 -1.9738
O -0.5576 -1.3964 1.4937
C -0.5758 -2.8416 1.4878
C -1.9191 -3.3431 1.0013
C -2.4120 -2.4918 -0.1670
C -1.5922 -2.6310 -1.4196
C -1.9826 -3.6061 -2.3299
C -1.3854 -3.7017 -3.5698
C -0.4150 -2.7686 -3.8887
C -0.0364 -1.8535 -2.9332
N -0.5569 -1.7889 -1.6858
H -1.3038 -1.0617 2.0087
H -0.3314 -3.1971 2.4918
H 0.2462 -3.1186 0.8256
H -2.6573 -3.3016 1.8048
H -1.8237 -4.3937 0.7198
H -2.4331 -1.4414 0.1268
H -3.4434 -2.7510 -0.4096
H -2.8001 -4.2603 -2.0601
H -1.6960 -4.4536 -4.2802
H 0.0563 -2.7443 -4.8598
H 0.7140 -1.1226 -3.1804
```

Just the Mulliken charges please, in e? Sure, here they are: 1.43 -0.47 1.06 -0.87 -0.31 -0.44 -0.48 -0.90 1.33 -0.71 -0.81 -0.05 0.93 0.09 0.02 -0.98 -0.44 -0.38 0.21 0.21 0.34 0.54 0.49 0.36 0.44 0.48 0.47 -1.54 1.07 -1.46 -0.96 -0.35 1.05 -0.83 -0.94 -0.83 -0.92 0.78 0.02 0.08 -0.43 -0.84 -0.71 -0.89 -0.44 0.45 0.37 0.59 0.43 0.45 0.39 0.56 0.37 -0.01 0.60 0.48 0.46 0.62 0.82 0.48 0.47 0.49 0.66 -0.56 -0.17 -1.06 -0.94 0.20 -0.53 -0.78 -1.07 -0.64 0.73 0.23 0.58 -0.09 0.38 0.47 0.12 0.76 0.61 0.47 0.55 0.64

***

Here is C33H38O2P2 in the gas phase in a non-equilibrium geometry from the Open Molecules 2025 dataset. Energies are from ωB97M-V/def2-TZVPD.

Calculated values
* highest occupied orbital energy: -0.343 Ha
* orbital gap: 9.86 eV
* SMILES: O=P(CCCCCCCCCP(=O)(c1ccccc1)c1ccccc1)(c1ccccc1)c1ccccc1

```
75
C33H38O2P2, DFT ωB97M-V/def2-TZVPD
O 2.9730 0.4451 1.8459
P 3.3937 0.1661 0.4676
C 3.8576 1.6976 -0.4567
C 2.8265 2.7907 -0.2132
C 1.5462 2.5184 -0.9937
C 0.3932 3.4598 -0.6511
C -0.1186 3.3341 0.7864
C -0.3915 1.8867 1.2003
C -1.4079 1.8069 2.3354
C -1.5523 0.4096 2.9313
C -2.0042 -0.6343 1.9179
P -3.6459 -0.1845 1.2008
O -4.5734 0.4307 2.1567
C -3.3436 0.8377 -0.2812
C -4.0311 2.0389 -0.3692
C -3.8482 2.8686 -1.4607
C -2.9780 2.4946 -2.4711
C -2.2967 1.2898 -2.3909
C -2.4784 0.4597 -1.3000
C -4.2921 -1.7477 0.5114
C -3.5120 -2.6860 -0.1509
C -4.0931 -3.8387 -0.6471
C -5.4518 -4.0597 -0.4869
C -6.2321 -3.1268 0.1755
C -5.6518 -1.9736 0.6723
C 2.1633 -0.8181 -0.4584
C 1.3572 -1.6316 0.3259
C 0.4250 -2.4682 -0.2616
C 0.2841 -2.4811 -1.6398
C 1.0846 -1.6666 -2.4253
C 2.0309 -0.8446 -1.8402
C 4.8943 -0.8657 0.3778
C 5.3832 -1.3839 -0.8138
C 6.5331 -2.1515 -0.8071
C 7.1948 -2.4039 0.3848
C 6.7055 -1.8909 1.5746
C 5.5546 -1.1231 1.5700
H 4.0030 1.5039 -1.5192
H 4.8243 1.9832 -0.0271
H 3.2370 3.7637 -0.4959
H 2.6082 2.8122 0.8560
H 1.7567 2.5983 -2.0647
H 1.2322 1.4922 -0.7949
H -0.4347 3.2381 -1.3300
H 0.7017 4.4927 -0.8313
H 0.5933 3.7840 1.4801
H -1.0477 3.9056 0.8582
H -0.7768 1.3454 0.3346
H 0.5378 1.4092 1.5151
H -2.3865 2.1304 1.9692
H -1.1074 2.4916 3.1322
H -2.2955 0.4526 3.7312
H -0.5992 0.0961 3.3659
H -1.2621 -0.7651 1.1315
H -2.1486 -1.5968 2.4205
H -4.7016 2.3085 0.4346
H -4.3804 3.8065 -1.5240
H -2.8291 3.1415 -3.3236
H -1.6166 0.9988 -3.1788
H -1.9413 -0.4761 -1.2437
H -2.4521 -2.5220 -0.2718
H -3.4849 -4.5711 -1.1589
H -5.8998 -4.9625 -0.8755
H -7.2904 -3.3002 0.3055
H -6.2365 -1.2357 1.2024
H 1.4716 -1.5906 1.3997
H -0.1845 -3.1135 0.3554
H -0.4471 -3.1264 -2.1057
H 0.9728 -1.6773 -3.5000
H 2.6491 -0.2121 -2.4605
H 4.8617 -1.1933 -1.7405
H 6.9158 -2.5567 -1.7327
H 8.0923 -3.0048 0.3841
H 7.2198 -2.0907 2.5032
H 5.1476 -0.7138 2.4834
```

Just the Mulliken charges please, in e? Sure, here they are: -0.85 0.95 -1.05 -1.03 0.81 -0.83 -1.26 1.53 -1.15 -1.48 0.39 1.29 -0.86 0.36 -0.33 -0.67 -0.55 -0.63 0.00 0.05 0.17 -0.70 -0.50 -0.57 -0.62 0.44 -0.52 -0.51 -0.66 -0.90 0.17 0.40 -0.28 -0.71 -0.46 -0.61 -0.50 0.55 0.49 0.44 0.40 0.51 -0.89 0.01 0.49 0.33 0.53 -0.42 -0.02 0.35 0.53 0.42 0.56 -0.82 0.68 0.50 0.39 0.43 0.45 -0.03 -0.01 0.43 0.39 0.40 0.45 0.45 0.47 0.40 0.44 0.39 0.31 0.41 0.39 0.40 0.45

***

Here is a molecular structure, C33H39AsN5O13Si2W in a non-equilibrium geometry from the Open Molecules 2025 dataset. Energies are from ωB97M-V/def2-TZVPD.

Calculated values
* <S²>: 2.0378
* highest occupied orbital energy (spin up / spin down): -0.333 / -0.357 Ha
* orbital gap (spin up / spin down): 5.62 / 6.35 eV
* total charge: +1
* multiplicity: 3

```
94
C33H39AsN5O13Si2W, DFT ωB97M-V/def2-TZVPD
W 0.1810 -0.3757 -0.2809
O -3.9146 -1.7174 -1.4108
C -2.6045 -1.6398 -1.2040
O -2.1060 -0.6714 -0.5224
C -1.6840 -2.6018 -1.6896
C -1.9496 -3.7306 -2.4819
C -0.8863 -4.5417 -2.8507
C 0.3981 -4.2595 -2.4104
C 0.6160 -3.1110 -1.6168
N -0.4179 -2.2688 -1.2795
C 1.8299 -2.6813 -1.0538
O 3.0266 -3.2985 -1.2120
O 1.8296 -1.5982 -0.3383
H -4.3548 -0.9732 -0.9629
H -2.9618 -3.9260 -2.7897
H -1.0581 -5.4000 -3.4778
H 1.2244 -4.8974 -2.6817
H 2.9219 -4.1685 -1.6147
O 1.6463 -0.0743 1.5203
C 2.0640 -0.8411 2.4354
C 1.3039 -1.9104 2.9690
C 1.6613 -2.4818 4.2007
C 0.8397 -3.4117 4.7952
C -0.3330 -3.8451 4.1614
C -0.6717 -3.3407 2.9298
C 0.1134 -2.3588 2.2959
O -0.2480 -1.8452 1.1411
N 1.1675 -3.9104 6.1056
O 2.2070 -3.5299 6.6008
O 0.3792 -4.6644 6.6317
H 3.0402 -0.6309 2.8875
H 2.5537 -2.1597 4.7178
H -0.9477 -4.5746 4.6662
H -1.5692 -3.6661 2.4275
C -2.0496 1.9801 -4.7606
N -1.3007 2.4688 -3.6260
C -0.8778 3.7445 -3.5420
C -0.1562 4.1779 -2.4783
C 0.1365 3.2420 -1.4479
N -0.3093 1.9819 -1.5302
C -1.0276 1.5727 -2.6015
O -1.4405 0.4172 -2.6519
N 0.8416 3.5935 -0.3762
H -2.2461 2.8006 -5.4485
H -2.9935 1.5552 -4.4150
H -1.4815 1.1915 -5.2587
H -1.1415 4.3957 -4.3623
H 0.1862 5.1949 -2.4149
H 1.2115 4.5240 -0.2928
H 1.0338 2.9097 0.3490
O 0.8060 -0.2901 -2.1302
C 1.9012 0.1539 -1.6476
O 1.7702 0.8815 -0.6086
C 3.1479 -0.0079 -2.3946
C 3.0274 -0.2378 -3.7643
C 4.1446 -0.3988 -4.5699
C 5.3700 -0.3522 -3.9450
O 6.5991 -0.4795 -4.4939
C 7.5206 -0.4335 -3.4213
O 6.8075 -0.2279 -2.2164
C 5.4923 -0.1717 -2.5562
C 4.3979 0.0257 -1.7546
H 2.0337 -0.2705 -4.1870
H 4.0614 -0.5678 -5.6299
H 8.2317 0.3905 -3.5774
H 8.0707 -1.3857 -3.3794
H 4.4797 0.1557 -0.6879
C -2.7717 0.9610 4.3479
Si -1.1830 1.7740 3.5836
C 0.3032 1.1147 4.6283
C -1.1436 3.7149 3.6511
As -0.8854 0.9431 1.2514
Si -3.2237 1.7808 0.8960
C -3.5688 2.2428 -0.9503
C -3.9091 3.3776 1.7785
C -4.5974 0.4523 1.2570
H -2.7395 0.8896 5.4295
H -2.8324 -0.0457 3.9402
H -3.6792 1.4807 4.0691
H 0.2873 1.4551 5.6555
H 1.2474 1.4267 4.1952
H 0.2864 0.0301 4.6477
H -1.7334 4.1246 4.4616
H -1.5082 4.1143 2.7108
H -0.1242 4.0555 3.7939
H -2.9829 3.1006 -1.2625
H -4.6120 2.5038 -1.0831
H -3.3499 1.4174 -1.6187
H -3.4579 4.2842 1.3905
H -3.7574 3.3682 2.8491
H -4.9759 3.4525 1.5977
H -4.1608 -0.5387 1.3203
H -5.3616 0.4560 0.4844
H -5.1078 0.6351 2.1939
```

Just the Mulliken charges please, in e? Sure, here they are: 0.41 -0.65 0.68 -0.30 -0.38 -1.03 -0.92 -1.13 1.56 -0.07 -0.27 -0.53 -0.47 0.18 0.63 0.48 0.39 0.29 -0.44 -0.78 1.55 -0.36 -0.63 -0.56 -1.32 -0.45 1.08 1.04 -0.63 -0.63 0.26 0.55 0.55 0.50 -0.96 0.39 -0.23 -1.31 0.45 1.11 -0.97 -0.38 -0.16 0.38 0.26 0.30 0.46 0.48 0.27 0.02 -0.48 1.42 -0.63 0.10 -0.39 -1.44 0.94 -0.47 -0.26 -0.48 0.46 -0.87 0.68 0.46 0.26 0.26 0.63 -1.03 0.80 -0.97 -1.16 0.95 1.15 -0.83 -1.40 -1.38 0.49 0.27 0.29 0.50 0.25 0.09 0.39 0.29 0.40 0.18 0.56 -0.04 0.36 0.36 0.40 0.24 0.48 0.48

***

Calculated E (eV), listed in the same order as above: -66150.1001 -72798.4178 -57513.5969 -147333.1609